Record 1
2 unconnected molecules or ions with the total composition C4H14N in a non-equilibrium geometry, computed with ωB97M-V with the def2-TZVPD basis set.

Structure (XYZ):
```
19
Properties=species:S:1:pos:R:3:nbo_charge:R:1
C -0.116 -1.703 -0.451 -0.2259
C 1.188 -2.281 0.045 -0.6457
N -0.970 -1.052 0.603 -0.6752
H 0.062 -0.932 -1.196 0.2335
H -0.717 -2.455 -0.958 0.2307
H 1.150 -2.832 0.984 0.2325
H 1.928 -1.487 0.199 0.2333
H -0.683 -0.086 0.784 0.4572
H -1.937 -1.042 0.276 0.4467
H -1.001 -1.576 1.486 0.4434
H 1.616 -2.854 -0.767 0.2620
C 0.623 2.370 0.226 -0.6098
C -0.722 2.191 -0.480 -0.6206
H 0.738 3.387 0.590 0.2401
H 0.674 1.729 1.117 0.1737
H 1.445 2.063 -0.424 0.2149
H -0.943 1.165 -0.758 0.1474
H -0.825 2.760 -1.407 0.2397
H -1.512 2.636 0.130 0.2220
```

Calculated total energy ... -215.29239 Eh
Energy relative to the best compared isomer or geometry (same formula, charge and spin) ... 0.449 eV
Spin multiplicity ... 1
Lowest unoccupied orbital energy ... -3.6145 eV
Frontier orbital gap ... 11.865 eV
Highest occupied orbital energy ... -15.48 eV
Net charge ... +1

---

Record 2
A molecular structure, C58H41Br2F4N3NiOP3 in a non-equilibrium geometry, computed with ωB97M-V with the def2-TZVPD basis set.

Structure (XYZ):
```
113
Properties=species:S:1:pos:R:3:lowdin_spin:R:1
Ni 12.579 18.085 12.077 0.9109
Br 13.311 25.692 4.970 0.0440
C 13.649 25.939 6.770 0.1377
C 12.657 25.897 7.801 -0.0171
C 12.981 25.597 9.061 0.0735
C 14.333 25.252 9.335 -0.0090
C 15.321 25.638 8.457 0.0899
C 14.981 25.914 7.169 -0.0096
N 14.492 24.363 10.383 0.2703
N 15.680 23.841 10.408 -0.0997
C 15.676 22.569 10.811 0.1783
C 16.751 21.747 10.357 -0.0347
C 16.587 20.380 10.338 0.1459
C 15.260 19.739 10.620 0.0237
O 14.941 18.647 10.121 0.1156
C 14.337 20.602 11.463 0.0311
N 13.407 19.978 12.243 0.0058
C 12.922 20.758 13.272 0.0274
C 13.013 22.126 13.301 -0.0042
C 13.867 22.783 12.463 0.0249
C 14.614 21.998 11.567 0.0048
H 11.612 26.138 7.588 -0.0027
H 12.232 25.311 9.821 0.0023
H 16.352 25.748 8.708 0.0036
H 15.809 26.057 6.460 -0.0020
H 17.655 22.204 9.957 -0.0036
H 17.265 19.758 9.808 0.0074
H 12.411 20.236 14.069 0.0015
H 12.346 22.658 13.996 -0.0004
H 14.238 23.815 12.510 0.0001
F 7.843 18.910 17.088 0.0000
C 8.395 18.853 15.857 0.0001
C 7.665 19.149 14.731 -0.0001
F 6.426 19.565 14.806 0.0000
C 8.314 19.059 13.508 0.0000
F 7.662 19.337 12.375 0.0003
C 9.644 18.582 13.370 -0.0003
P 10.353 18.750 11.714 0.0116
C 9.339 17.808 10.487 0.0069
C 8.563 18.398 9.473 0.0016
C 7.706 17.579 8.747 0.0001
C 7.712 16.208 8.892 0.0012
C 8.553 15.618 9.814 0.0000
C 9.228 16.407 10.683 0.0032
C 10.311 20.524 11.486 -0.0006
C 9.928 21.426 12.521 -0.0007
C 9.717 22.792 12.233 -0.0001
C 9.895 23.288 10.936 -0.0006
C 10.365 22.444 9.946 0.0005
C 10.595 21.067 10.231 -0.0007
C 10.351 18.164 14.548 -0.0013
Br 12.143 17.379 14.524 0.0179
C 9.689 18.343 15.780 -0.0001
F 10.402 18.013 16.892 0.0007
H 8.788 19.449 9.263 0.0001
H 7.126 18.070 7.988 0.0000
H 7.000 15.607 8.265 0.0001
H 8.716 14.508 9.786 0.0000
H 9.721 16.036 11.575 0.0010
H 9.791 21.047 13.540 0.0000
H 9.423 23.475 13.073 0.0000
H 9.751 24.333 10.749 -0.0001
H 10.554 22.764 8.942 0.0000
H 11.058 20.441 9.451 0.0001
C 13.066 14.876 12.284 0.0124
P 13.882 16.378 11.562 0.0179
C 15.569 16.375 12.193 -0.0034
C 16.026 17.408 12.957 -0.0007
C 17.195 17.310 13.631 0.0001
C 18.028 16.214 13.472 0.0006
C 17.636 15.216 12.616 -0.0003
C 16.382 15.263 12.022 0.0001
C 13.954 15.905 9.794 0.0045
C 15.145 15.971 9.026 0.0020
C 15.122 15.614 7.685 -0.0001
C 13.888 15.324 7.029 0.0029
C 12.700 15.495 7.735 -0.0003
C 12.730 15.727 9.108 0.0046
P 11.557 14.046 11.515 0.0008
C 10.648 13.351 12.881 0.0000
C 10.458 11.908 12.947 0.0000
C 9.759 11.412 13.995 0.0000
C 9.314 12.175 15.078 0.0000
C 9.413 13.551 14.999 0.0000
C 10.036 14.155 13.853 0.0000
C 12.397 12.640 10.679 0.0000
C 12.253 12.315 9.345 0.0000
C 13.017 11.313 8.820 0.0000
C 13.790 10.461 9.624 0.0000
C 13.781 10.661 11.008 0.0000
C 13.164 11.812 11.505 0.0002
H 12.677 15.191 13.272 0.0004
H 13.816 14.099 12.415 0.0017
H 15.434 18.298 12.932 -0.0007
H 17.534 18.160 14.186 0.0000
H 19.028 16.224 13.912 0.0000
H 18.250 14.335 12.412 -0.0001
H 16.177 14.408 11.360 0.0000
H 16.101 16.316 9.433 0.0000
H 16.024 15.528 7.153 -0.0001
H 13.927 14.890 6.044 0.0002
H 11.723 15.281 7.194 -0.0001
H 11.799 15.602 9.671 0.0004
H 10.776 11.214 12.209 0.0000
H 9.549 10.330 14.056 0.0000
H 8.860 11.674 15.994 0.0000
H 8.975 14.262 15.715 0.0000
H 10.069 15.235 13.788 -0.0001
H 11.626 12.912 8.714 0.0000
H 12.908 11.195 7.753 0.0000
H 14.423 9.730 9.148 0.0000
H 14.220 9.994 11.691 0.0000
H 13.110 12.021 12.587 0.0001
```

Calculated total energy ... -10553.78051 Eh
Energy relative to the best compared isomer or geometry (same formula, charge and spin) ... 0.367 eV
Spin multiplicity ... 3
Lowest unoccupied orbital energy (spin up / spin down) ... -3.2194 / -4.4558 eV
Frontier orbital gap (spin up / spin down) ... 6.652 / 5.418 eV
Highest occupied orbital energy (spin up / spin down) ... -9.87 / -9.87 eV
Net charge ... +1

---

Record 3
A molecular structure, C25H48IN6O4SbZr in a non-equilibrium geometry, computed with ωB97M-V with the def2-TZVPD basis set.

Structure (XYZ):
```
86
Properties=species:S:1:pos:R:3:lowdin_charge:R:1
Zr -0.788 0.120 -0.144 1.6649
C -5.725 0.590 2.003 0.0218
N -4.943 0.607 0.772 -0.0831
C -5.645 0.349 -0.504 0.0385
C -3.625 0.734 0.725 -0.3597
O -2.977 0.618 -0.389 -0.1526
C -2.851 1.040 1.961 -0.0629
O -1.506 1.476 1.636 -0.2660
C -1.285 2.900 1.501 -0.0402
C -0.518 3.175 0.250 -0.3399
O -0.243 2.181 -0.542 -0.2190
N -0.202 4.416 -0.053 -0.0751
C -0.618 5.576 0.720 0.0202
C 0.654 4.663 -1.244 0.0395
H -6.603 -0.037 1.869 0.1207
H -6.048 1.597 2.296 0.1268
H -5.139 0.151 2.817 0.1032
H -6.582 0.911 -0.566 0.1259
H -5.823 -0.722 -0.624 0.1188
H -4.970 0.712 -1.286 0.0946
H -2.720 0.134 2.607 0.1659
H -3.338 1.798 2.600 0.1654
H -0.736 3.233 2.406 0.1774
H -2.254 3.450 1.497 0.1653
H -1.649 5.454 1.077 0.1053
H -0.594 6.486 0.095 0.1314
H 0.018 5.739 1.590 0.1225
H 1.253 3.761 -1.411 0.0736
H 1.327 5.522 -1.096 0.1270
H 0.036 4.824 -2.130 0.1205
C 4.038 0.381 -0.039 -0.1467
C 3.466 0.929 -1.337 -0.5067
C 4.429 0.879 -2.522 -0.1071
Sb 1.609 -0.248 -1.806 1.4950
C 0.798 0.440 -3.849 -0.4819
C 0.709 1.954 -3.872 -0.1467
C -0.545 -0.269 -4.100 -0.1343
C 1.994 -2.473 -2.107 -0.4990
C 3.048 -2.670 -3.194 -0.1079
C 2.399 -2.999 -0.736 -0.1626
H 4.850 1.026 0.303 0.1014
H 4.403 -0.651 -0.139 0.0778
H 3.314 0.375 0.778 0.0459
H 3.081 1.944 -1.168 0.0757
H 4.925 -0.096 -2.663 0.0888
H 5.218 1.629 -2.358 0.1075
H 3.907 1.147 -3.450 0.0725
H 1.568 0.073 -4.542 0.0952
H -0.031 2.383 -3.160 0.0611
H 0.437 2.288 -4.891 0.1096
H 1.685 2.421 -3.665 0.0739
H -1.350 0.021 -3.397 0.0533
H -0.432 -1.372 -4.054 0.0764
H -0.896 -0.024 -5.094 0.0967
H 0.999 -2.828 -2.434 0.0696
H 4.056 -2.385 -2.877 0.0830
H 2.771 -2.113 -4.105 0.0806
H 3.056 -3.734 -3.458 0.1040
H 3.420 -2.719 -0.449 0.0797
H 2.353 -4.090 -0.754 0.0955
H 1.724 -2.671 0.069 0.0221
I -3.647 -3.868 -3.956 1.0465
C -2.522 -3.259 -2.349 -0.7466
C -1.671 -4.006 -1.497 -0.0387
N -1.158 -3.154 -0.570 0.0170
N -1.627 -1.865 -0.755 -0.1687
C -2.524 -1.960 -1.800 -0.1791
H -1.415 -5.049 -1.552 0.1478
H -0.674 -3.404 0.284 0.1573
H -3.112 -1.102 -2.101 0.1049
N 0.056 -0.770 1.466 -0.0014
C 0.417 -1.130 2.560 -0.0862
N 0.713 -1.300 3.801 -0.0322
C 0.081 -2.298 4.666 -0.0686
C 1.117 -3.328 5.118 -0.1441
O 2.258 -2.738 5.738 -0.0828
C 2.866 -1.805 4.877 -0.1679
C 1.910 -0.704 4.420 -0.0593
H -0.725 -2.771 4.083 0.1429
H -0.372 -1.811 5.538 0.1577
H 1.456 -3.972 4.282 0.1450
H 0.675 -3.930 5.911 0.1531
H 3.358 -2.324 4.022 0.1479
H 3.646 -1.322 5.481 0.1567
H 2.375 -0.047 3.683 0.1346
H 1.613 -0.090 5.287 0.1613
```

Calculated total energy ... -2194.50172 Eh
Spin multiplicity ... 1
Lowest unoccupied orbital energy ... -12.5325 eV
Frontier orbital gap ... 5.836 eV
Highest occupied orbital energy ... -18.37 eV
Net charge ... +4

---

Record 4
A molecular structure, C22H29I2N5O2ReS2, computed with ωB97M-V with the def2-TZVPD basis set.

Structure (XYZ):
```
63
Properties=species:S:1:pos:R:3:nbo_charge:R:1
Re 0.082 -0.377 -0.368 1.3390
I 5.295 -0.392 0.056 0.2315
C 3.848 -0.142 1.521 -0.2107
C 4.221 0.038 2.871 -0.2209
C 3.288 0.180 3.865 -0.1684
I 3.931 0.469 5.823 0.2319
C 1.904 0.124 3.543 -0.1396
C 0.837 0.244 4.461 -0.0725
C -0.461 0.168 4.030 -0.2627
C -0.725 -0.036 2.670 0.0941
N 0.248 -0.151 1.783 -0.5334
C 1.555 -0.062 2.191 0.1654
C 2.522 -0.162 1.156 0.2290
O 2.092 -0.296 -0.095 -0.7399
H 5.274 0.071 3.116 0.2536
H 1.057 0.401 5.509 0.2529
H -1.286 0.265 4.721 0.2533
H -1.739 -0.099 2.296 0.2303
S 0.070 -0.801 -2.670 -0.0625
C -1.616 -1.233 -3.027 -0.1048
C -1.954 -1.540 -4.343 -0.2425
C -3.260 -1.866 -4.669 -0.1909
C -4.239 -1.885 -3.682 -0.1908
C -3.911 -1.579 -2.372 -0.2085
C -2.600 -1.253 -2.038 -0.2285
S -2.230 -0.843 -0.350 -0.1383
H -1.188 -1.514 -5.107 0.2336
H -3.514 -2.100 -5.693 0.2359
H -5.261 -2.134 -3.934 0.2353
H -4.671 -1.586 -1.601 0.2311
C 0.163 5.186 -0.347 -0.4124
N 0.214 3.810 0.144 -0.3986
C 1.295 3.525 1.078 -0.4025
C -0.438 2.808 -0.464 0.8321
O 0.088 1.641 -0.416 -0.7187
N -1.590 3.054 -1.096 -0.4035
C -2.499 4.121 -0.692 -0.4098
C -2.081 2.187 -2.157 -0.4153
H 1.186 5.538 -0.477 0.2245
H -0.346 5.847 0.355 0.2140
H -0.337 5.225 -1.310 0.2239
H 1.313 4.307 1.836 0.2215
H 2.260 3.504 0.566 0.2139
H 1.131 2.568 1.563 0.2062
H -2.169 4.573 0.239 0.2223
H -3.486 3.684 -0.534 0.2217
H -2.579 4.890 -1.461 0.2150
H -1.303 1.497 -2.466 0.2246
H -2.357 2.807 -3.012 0.2202
H -2.958 1.629 -1.828 0.2133
N 1.299 -5.578 0.631 -0.6718
C 1.857 -4.596 -0.383 -0.2355
C 1.686 -3.141 0.019 -0.2738
N 0.329 -2.591 -0.166 -0.7957
H 1.471 -6.544 0.336 0.4590
H 0.288 -5.479 0.754 0.4416
H 1.739 -5.457 1.546 0.4475
H 1.367 -4.821 -1.330 0.2413
H 2.916 -4.833 -0.478 0.2551
H 2.366 -2.561 -0.605 0.2832
H 2.002 -2.966 1.050 0.2257
H -0.349 -2.893 0.530 0.4020
H -0.040 -2.851 -1.083 0.4275
```

Calculated total energy ... -2749.61437 Eh
Energy relative to the best compared isomer or geometry (same formula, charge and spin) ... 0.000 eV
Spin multiplicity ... 4
Lowest unoccupied orbital energy (spin up / spin down) ... -5.9614 / -6.2610 eV
Frontier orbital gap (spin up / spin down) ... 6.306 / 6.508 eV
Highest occupied orbital energy (spin up / spin down) ... -12.27 / -12.77 eV
Net charge ... +2

---

Q: Look up the net charge of the first one.
A: +1

---

Q: Which formula does entry 2 have?
A: C58H41Br2F4N3NiOP3